Molecular formula: C48H57AsF5N5O4TeTi
Method: DFT, ωB97M-V/def2-TZVPD

As for the energy: -171176.632 eV. The HOMO-LUMO gap (alpha / beta) is 7.03 / 6.06 eV. As for the strongest force on any atom: 0.71 eV/Å. The multiplicity is 2. The charge is +1. Its expectation value of S² is 0.786. As for the LUMO energy (alpha / beta): -0.121 / -0.159 Eh.

Positions of all 122 atoms, in Å:
Ti (-0.05, -0.76, 1.42)
C (-3.27, 5.76, 3.24)
C (-2.84, 4.46, 2.62)
C (-3.31, 4.02, 1.41)
C (-2.89, 2.80, 0.84)
C (-3.50, 2.37, -0.36)
N (-3.31, 1.21, -0.90)
C (-3.91, 0.75, -2.15)
C (-2.85, 0.12, -3.05)
C (-2.63, -1.38, -2.81)
N (-2.69, -1.73, -1.40)
C (-3.65, -2.44, -0.86)
C (-3.78, -2.82, 0.49)
C (-4.82, -3.72, 0.79)
C (-5.01, -4.22, 2.06)
C (-6.09, -5.22, 2.38)
C (-4.14, -3.76, 3.05)
C (-3.12, -2.86, 2.83)
C (-2.31, -2.43, 3.97)
N (-1.33, -1.63, 3.90)
C (-0.69, -1.31, 5.17)
C (0.80, -1.14, 4.94)
C (1.15, 0.17, 4.23)
N (0.13, 0.62, 3.25)
C (-0.49, 1.69, 3.57)
C (-1.45, 2.43, 2.77)
C (-1.92, 3.62, 3.28)
C (-1.89, 1.99, 1.48)
O (-1.45, 0.94, 0.93)
C (-2.89, -2.37, 1.51)
O (-1.96, -1.53, 1.24)
H (-4.13, 6.18, 2.71)
H (-2.47, 6.51, 3.20)
H (-3.55, 5.64, 4.28)
H (-4.05, 4.62, 0.88)
H (-4.19, 3.04, -0.87)
H (-2.66, 0.61, -0.39)
H (-4.39, 1.60, -2.63)
H (-4.70, 0.02, -1.92)
H (-1.92, 0.67, -2.92)
H (-3.15, 0.25, -4.10)
H (-1.66, -1.69, -3.19)
H (-3.40, -1.96, -3.32)
H (-1.88, -1.53, -0.81)
H (-4.42, -2.77, -1.55)
H (-5.48, -4.04, -0.01)
H (-6.77, -5.36, 1.54)
H (-6.68, -4.90, 3.24)
H (-5.66, -6.20, 2.63)
H (-4.27, -4.13, 4.06)
H (-2.62, -2.85, 4.93)
H (-0.88, -2.08, 5.92)
H (-1.12, -0.38, 5.55)
H (1.17, -1.99, 4.36)
H (1.35, -1.16, 5.88)
H (2.08, 0.04, 3.68)
H (1.29, 0.97, 4.96)
H (-0.27, 2.15, 4.53)
H (-1.56, 3.93, 4.26)
O (0.03, -1.94, -0.27)
H (0.93, -2.30, -0.32)
H (-0.55, -3.09, -0.09)
F (1.47, -4.35, 0.89)
Te (0.27, -4.36, 2.40)
F (0.25, -6.19, 2.18)
F (1.86, -4.23, 3.35)
F (-0.44, -4.67, 4.19)
F (-1.07, -4.00, 0.02)
O (1.09, -1.69, 2.07)
C (3.53, -4.32, -4.95)
C (3.00, -3.18, -4.12)
C (2.16, -2.22, -4.65)
C (1.65, -1.18, -3.88)
C (0.79, -0.16, -4.58)
C (2.01, -1.09, -2.52)
As (1.08, 0.41, -1.64)
N (1.47, 0.46, 0.28)
C (2.55, 1.17, 0.67)
C (2.50, 1.99, 1.82)
C (3.60, 2.71, 2.24)
C (4.80, 2.60, 1.55)
C (4.89, 1.80, 0.41)
C (3.78, 1.11, -0.04)
C (2.03, 2.05, -2.19)
C (3.19, 2.18, -2.96)
C (4.09, 1.06, -3.44)
C (3.61, 3.46, -3.34)
C (2.94, 4.61, -2.97)
C (3.43, 5.97, -3.38)
C (1.80, 4.47, -2.19)
C (1.33, 3.22, -1.81)
C (0.10, 3.19, -0.94)
C (2.87, -2.04, -1.97)
C (3.39, -2.04, -0.55)
C (3.35, -3.07, -2.78)
H (3.15, -4.27, -5.97)
H (3.25, -5.28, -4.52)
H (4.62, -4.29, -5.00)
H (1.87, -2.29, -5.70)
H (0.44, -0.55, -5.54)
H (1.34, 0.77, -4.78)
H (-0.09, 0.12, -4.00)
H (1.55, 2.09, 2.33)
H (3.53, 3.36, 3.10)
H (5.67, 3.15, 1.89)
H (5.83, 1.71, -0.12)
H (3.85, 0.48, -0.91)
H (3.90, 0.10, -2.98)
H (5.13, 1.34, -3.25)
H (3.98, 0.93, -4.52)
H (4.51, 3.54, -3.94)
H (4.31, 5.90, -4.02)
H (3.69, 6.57, -2.51)
H (2.66, 6.51, -3.93)
H (1.26, 5.35, -1.88)
H (-0.32, 4.19, -0.85)
H (0.32, 2.82, 0.06)
H (-0.68, 2.53, -1.34)
H (2.89, -1.33, 0.11)
H (4.45, -1.81, -0.53)
H (3.27, -3.03, -0.11)
H (4.00, -3.80, -2.33)

Atom charges from the Mulliken analysis, given in e for atoms 1 to 99: 0.186 -1.719 0.166 -0.997 0.633 0.138 0.596 -1.263 0.235 -0.898 1.120 0.353 0.848 -1.328 0.232 -1.650 -1.044 1.057 -1.032 0.280 -1.298 -0.360 -1.450 1.029 -0.291 0.410 -1.112 -0.177 0.848 -0.056 1.499 0.377 0.327 0.393 0.383 0.497 -0.712 0.656 0.205 -0.218 0.533 0.121 0.513 -1.385 0.387 0.392 0.378 0.372 0.333 0.477 0.265 0.636 0.298 -0.035 0.535 0.242 0.743 0.277 0.529 -0.817 -0.125 0.181 -0.541 1.849 -0.373 -0.399 -0.510 -0.725 0.015 -1.546 0.550 -1.202 1.069 -1.556 0.435 2.389 0.862 0.247 -0.424 -0.785 -0.940 -1.093 0.017 -0.431 1.615 -2.048 -1.025 0.665 -1.650 -0.694 -0.082 -1.111 1.265 -1.691 -1.494 0.377 0.350 0.329 0.346

=====

Molecular formula: C48H57Cl2HfN6O5P2S2
Method: DFT, ωB97M-V/def2-TZVPD

As for the energy: -136461.910 eV. The HOMO-LUMO gap is 6.02 eV. As for the strongest force on any atom: 1.23 eV/Å. The charge is +3. As for the LUMO energy: -0.289 Eh.

Positions of all 123 atoms, in Å:
Hf (-0.41, -0.84, 0.13)
C (-0.13, 3.04, 1.46)
N (1.22, 2.78, 1.85)
C (1.32, 1.70, 2.78)
P (1.55, 0.02, 2.01)
C (1.66, -1.03, 3.49)
C (2.59, -2.06, 3.59)
C (2.76, -2.76, 4.77)
C (1.97, -2.47, 5.88)
C (1.01, -1.46, 5.79)
C (0.86, -0.75, 4.61)
C (3.21, 0.28, 1.35)
C (3.27, 0.97, 0.14)
C (4.48, 1.38, -0.39)
C (5.66, 1.11, 0.30)
C (5.61, 0.45, 1.52)
C (4.39, 0.05, 2.05)
C (2.24, 3.78, 1.80)
C (3.54, 3.47, 2.18)
C (4.54, 4.43, 2.14)
C (4.28, 5.71, 1.70)
C (2.99, 6.03, 1.31)
C (1.98, 5.08, 1.35)
P (-0.87, 2.03, 0.08)
C (-0.36, 2.88, -1.43)
C (0.86, 3.55, -1.47)
C (1.26, 4.20, -2.63)
C (0.44, 4.17, -3.76)
C (-0.77, 3.50, -3.72)
C (-1.18, 2.86, -2.56)
C (-2.59, 2.64, 0.30)
C (-2.87, 3.92, -0.18)
C (-4.10, 4.52, 0.08)
C (-5.07, 3.85, 0.81)
C (-4.79, 2.58, 1.31)
C (-3.56, 1.99, 1.06)
H (-0.28, 4.06, 1.13)
H (-0.83, 2.87, 2.29)
H (0.44, 1.67, 3.42)
H (2.19, 1.81, 3.43)
H (3.23, -2.30, 2.75)
H (3.51, -3.54, 4.83)
H (2.11, -3.01, 6.80)
H (0.41, -1.22, 6.65)
H (0.13, 0.05, 4.58)
H (2.36, 1.20, -0.38)
H (4.52, 1.93, -1.32)
H (6.61, 1.42, -0.11)
H (6.52, 0.25, 2.06)
H (4.38, -0.42, 3.03)
H (3.81, 2.47, 2.51)
H (5.54, 4.15, 2.46)
H (5.06, 6.46, 1.67)
H (2.75, 7.03, 0.97)
H (0.99, 5.40, 1.04)
H (1.51, 3.58, -0.60)
H (2.20, 4.74, -2.65)
H (0.75, 4.68, -4.66)
H (-1.42, 3.48, -4.59)
H (-2.14, 2.35, -2.53)
H (-2.14, 4.47, -0.76)
H (-4.30, 5.51, -0.30)
H (-6.02, 4.31, 1.01)
H (-5.54, 2.06, 1.89)
H (-3.36, 1.02, 1.47)
C (1.26, 0.44, -2.86)
C (1.66, -0.98, -2.65)
O (1.52, -1.38, -1.25)
C (2.26, -2.64, -1.05)
C (3.19, -2.58, 0.12)
H (1.21, 0.66, -3.93)
H (1.97, 1.12, -2.42)
H (0.28, 0.67, -2.45)
H (2.71, -1.11, -2.91)
H (1.08, -1.69, -3.24)
H (2.84, -2.78, -1.96)
H (1.52, -3.43, -0.96)
H (3.96, -1.83, 0.00)
H (3.67, -3.56, 0.20)
H (2.64, -2.42, 1.05)
Cl (1.02, -5.18, 3.03)
C (0.14, -5.10, 1.49)
Cl (1.19, -5.47, 0.13)
C (-0.58, -3.75, 1.49)
O (-1.70, -3.80, 1.95)
O (0.03, -2.65, 1.12)
H (-0.63, -5.86, 1.52)
N (-6.05, -0.71, -4.78)
C (-5.00, -1.51, -4.57)
S (-4.77, -2.99, -5.23)
C (-3.98, -1.01, -3.59)
C (-4.33, -0.63, -2.30)
C (-3.33, -0.40, -1.37)
N (-2.02, -0.48, -1.65)
C (-1.71, -0.74, -2.94)
C (-2.63, -0.99, -3.92)
H (-6.77, -1.02, -5.42)
H (-6.08, 0.23, -4.44)
H (-5.36, -0.59, -1.98)
H (-3.60, -0.16, -0.36)
H (-0.67, -0.79, -3.19)
H (-2.31, -1.25, -4.92)
C (-1.97, -5.89, -4.67)
N (-2.03, -5.00, -3.52)
C (-0.99, -4.42, -2.94)
N (0.22, -4.60, -3.48)
S (-1.27, -3.45, -1.55)
H (-2.97, -6.24, -4.89)
H (-1.35, -6.76, -4.46)
H (-1.59, -5.37, -5.55)
H (-2.93, -4.76, -3.14)
H (0.36, -5.25, -4.24)
H (1.03, -4.34, -2.95)
N (-3.69, -2.39, 3.12)
C (-2.80, -1.27, 3.51)
C (-2.04, -0.73, 2.33)
O (-1.18, 0.14, 2.48)
O (-2.28, -1.19, 1.14)
H (-4.55, -2.08, 2.66)
H (-3.97, -2.95, 3.93)
H (-3.15, -3.02, 2.47)
H (-2.08, -1.64, 4.24)
H (-3.38, -0.47, 3.97)

Atom charges from the Mulliken analysis, given in e for atoms 1 to 99: 1.315 -2.695 0.686 -1.959 1.247 1.416 -0.413 -0.930 -0.734 -0.968 -0.999 0.569 1.077 -0.738 -1.107 -1.042 -0.394 1.605 -0.450 -0.993 -0.754 -0.967 -0.499 3.077 0.677 -0.794 -0.899 -0.968 -0.894 -0.217 1.158 -1.066 -0.925 -0.831 -0.912 -0.345 0.549 0.835 1.099 0.751 0.512 0.540 0.469 0.522 0.512 -1.080 0.597 0.474 0.500 0.587 0.360 0.457 0.433 0.466 0.492 0.211 0.517 0.434 0.484 0.563 0.496 0.504 0.447 0.502 0.338 -0.734 -1.081 0.233 0.258 -0.399 0.656 0.143 -0.426 0.809 0.708 1.013 -1.340 0.350 0.652 -0.845 -0.098 0.140 -0.089 -0.244 -0.757 0.312 0.563 -0.328 -0.316 -0.281 0.139 -1.130 -0.160 0.941 -0.099 -1.154 0.236 0.230 0.571